Entry from the OMol25 dataset: 7 unconnected molecules or ions with the total composition C10H34O7 (wB97M-V/def2-TZVPD).

The geometry in ORCA input format:
```
! RIJCOSX wB97M-V def2-TZVPD def2/J DEFGRID3
* xyz 0 1
C -21.00396 -23.76695 -8.70968
O -21.94243 -22.85789 -9.12976
H -21.44584 -24.39385 -7.93519
H -20.84106 -24.54364 -9.45689
H -20.00637 -23.41430 -8.44783
H -21.71766 -22.06140 -8.64326
C -19.90560 -27.15172 -9.58085
O -19.45475 -26.47777 -8.41216
H -20.90885 -26.81375 -9.84039
H -19.29744 -26.79982 -10.41415
H -19.81043 -28.23707 -9.61333
H -19.71714 -26.93512 -7.60993
C -23.97357 -20.48417 -10.10657
O -24.99294 -20.04143 -11.01280
H -23.79074 -21.55147 -10.23125
H -23.05582 -19.94730 -10.34660
H -24.20357 -20.43951 -9.04205
H -25.75645 -20.61677 -10.92548
C -18.66136 -19.51880 -6.27228
O -19.37574 -20.74120 -6.07295
H -17.79497 -19.45940 -5.61354
H -18.31241 -19.49552 -7.30465
H -19.24056 -18.60525 -6.13789
H -20.26013 -20.70594 -6.44470
C -19.64907 -20.51723 -9.73153
C -18.59567 -19.64633 -10.47152
O -17.30150 -20.06128 -10.07129
H -19.52604 -21.58630 -9.90488
H -20.58764 -20.30387 -10.24306
H -19.86709 -20.30645 -8.68457
H -18.69808 -18.57425 -10.30345
H -18.68605 -19.82136 -11.54358
H -16.84345 -19.26367 -9.79633
C -23.69700 -26.20644 -10.18634
C -24.21501 -24.94884 -10.95822
O -23.09845 -24.07162 -11.23539
H -23.14326 -25.84629 -9.31930
H -22.97431 -26.70454 -10.83265
H -24.42014 -26.96070 -9.87611
H -24.95033 -24.31507 -10.46250
H -24.62468 -25.24413 -11.92417
H -22.75468 -23.72600 -10.40837
C -22.87586 -18.86184 -5.29014
C -22.63927 -19.33909 -6.74623
O -21.91937 -20.52433 -6.83593
H -23.19124 -19.63058 -4.58468
H -23.63391 -18.08131 -5.22505
H -21.94186 -18.49197 -4.86714
H -22.31821 -18.50856 -7.37491
H -23.65785 -19.59446 -7.03840
H -22.29584 -21.16595 -6.22914
*
```

Summary:
Energy above the lowest of the compared OMol25 structures with the same formula, charge and spin = 87.1 kcal per mole
Highest occupied orbital energy = -9.778 eV
SMILES = CCO.CCO.CCO.CO.CO.CO.CO